# 1
C29H29MnN5S2SbTe as an isolated structure, computed with ωB97M-V/def2-TZVPD.

Geometry (Å):
C  2.3656  3.2755  -2.2847
C  -0.9964  1.5784  -3.2240
H  -0.7790  -5.5254  2.5832
C  3.0920  -0.5139  -0.5323
N  -2.0192  1.2433  0.0518
C  -1.3880  1.7029  -4.5415
C  -0.8412  -2.4810  0.2334
Sb  -0.6837  3.3725  -1.9693
C  1.4625  4.5938  5.2090
H  2.7026  -0.4968  0.4873
C  3.6696  2.8007  -2.2461
C  -0.9413  -0.6139  -4.7923
N  -0.6292  0.4120  -2.6649
C  -0.2883  3.6016  4.0703
H  2.1322  4.2567  -2.6771
H  0.9607  -2.1575  -3.5521
H  -3.0911  0.1430  2.8841
N  -0.5911  -3.6388  0.8159
H  -3.5997  3.8162  -1.4233
H  4.9035  1.1663  -1.6152
S  0.1831  -1.0985  0.4796
C  -2.9949  0.8197  0.8850
C  0.7520  3.4026  3.1796
H  -1.6596  -0.4274  2.0134
C  2.5637  -5.2716  3.0116
C  0.1130  4.2819  5.2135
H  -2.5301  -3.1217  -0.7532
H  2.0027  -2.8194  0.7543
H  4.4796  3.4000  -2.6337
H  3.8341  -3.8582  2.0288
H  -5.0332  1.0069  1.4766
C  3.9014  1.5568  -1.6877
C  -4.5274  2.4278  -0.0488
Mn  -0.2362  0.8780  -0.6622
Te  0.8314  2.6585  1.2538
H  -2.0816  -1.4615  -1.0065
H  2.5923  -1.3118  -1.0804
C  2.8219  -4.2081  2.1547
C  -2.2354  2.3269  -0.7025
H  2.0030  5.0991  5.9886
C  2.8454  0.7975  -1.1912
H  -3.2602  -1.1363  1.6943
C  0.0856  -1.9208  -2.9481
H  -1.3016  3.2879  3.8907
H  3.3766  -5.7510  3.5331
H  -5.5140  2.8577  -0.1295
C  -2.7224  -0.2162  1.9218
H  -1.6625  2.6697  -4.9363
H  0.3947  -1.7929  -1.9133
C  0.4944  -4.1023  1.5806
C  -1.3969  0.5665  -5.3410
C  1.3546  2.4679  -1.7936
S  2.2450  4.0886  3.8026
H  -0.5985  -2.7609  -3.0450
H  4.1557  -0.7258  -0.4869
C  1.2602  -5.7267  3.1775
C  -4.2654  1.3877  0.8223
C  0.2304  -5.1626  2.4542
H  -0.5443  4.5530  6.0201
H  1.0514  -6.5277  3.8677
H  -1.7070  0.6207  -6.3726
H  -1.3058  -4.3571  0.7143
N  1.5796  1.2556  -1.2804
N  -1.9377  -2.3377  -0.5180
C  -0.5314  -0.6672  -3.4617
C  -3.4699  2.9463  -0.7885
H  -0.8725  -1.5086  -5.3904
C  1.7958  -3.6210  1.4410

Forces on atoms 1 to 6 (eV/Å):
-0.51 0.06 0.01
-0.23 0.98 -0.50
-0.14 -0.07 -0.03
0.09 -0.01 0.04
-0.81 0.40 -0.08
0.08 0.01 0.29

Spin multiplicity: 4
F_max, eV Å⁻¹: 1.628
Highest occupied orbital energy (spin up / spin down), eV: -15.666 / -15.676
Total charge: +3
Orbital gap (spin up / spin down), hartree: 0.2026 / 0.1881


# 2
C3H3N3O as an isolated structure, computed with ωB97M-V/def2-TZVPD.

Geometry (Å):
N  -1.0186  -0.6168  -0.4680
N  -0.5908  0.5115  1.3494
N  2.5396  0.8040  -0.5675
C  -1.3458  0.6001  -0.6614
H  1.8737  -1.3432  -0.2961
C  2.2540  -0.2592  -0.4115
H  -0.2349  -1.4443  1.3605
H  -1.8085  0.9800  -1.5339
O  -1.0796  1.3953  0.4524
C  -0.5889  -0.6274  0.7760

Forces on atoms 1 to 6 (eV/Å):
-0.94 -0.86 -2.36
0.41 1.24 1.91
1.33 4.56 -0.63
0.45 1.03 1.41
1.06 2.55 -0.26
-2.28 -7.09 0.79

F_max, eV Å⁻¹: 7.491
Highest occupied orbital energy, eV: -11.144
Orbital gap, hartree: 0.4396


# 3
C19H27N7O6Pd as an isolated structure, computed with ωB97M-V/def2-TZVPD.

Geometry (Å):
C  1.1082  -2.4457  -0.8882
H  -1.0595  1.0366  -2.1826
H  0.8959  0.1254  -3.1882
C  1.2732  -0.5727  6.5581
H  3.0254  -3.1272  -1.4588
H  -0.8781  -4.5259  0.7873
N  -1.4408  1.0650  1.0069
H  -0.0122  -4.9118  -0.7212
C  0.0319  2.8073  0.5337
C  1.4512  -1.4573  2.3849
H  -0.2842  4.9175  0.5024
O  2.0043  2.1305  -0.4317
H  -1.6825  1.8246  7.3993
O  -1.7498  -2.0388  1.1753
H  -2.6267  3.9193  1.4910
O  1.2567  0.9866  -2.7833
H  -2.2569  -0.5158  1.6066
O  0.0849  -1.2309  -3.4106
C  1.5010  -1.4887  3.7489
C  -0.0993  -2.8419  -0.2592
H  -1.3517  3.8455  2.7072
C  -1.9975  3.2288  2.0676
H  -0.3685  -1.3073  -4.2658
Pd  -0.0603  -0.0110  -0.0315
N  0.6031  -0.4457  2.0006
H  1.9685  -2.0997  1.6903
N  0.6972  -0.4457  4.2015
C  -0.8511  1.1628  7.1571
H  1.7105  -4.3295  -1.6672
H  -2.1995  -0.2146  -1.5207
C  -1.1657  0.0174  -1.8075
N  -0.7735  -1.8473  0.3729
H  2.2691  1.3108  -0.9457
N  0.7631  1.8383  -0.0107
H  1.8616  -2.9589  -2.7995
O  2.5865  -0.6655  -1.0021
H  1.0765  4.4020  1.5146
H  2.0978  -1.2472  6.3231
C  1.0457  -0.1714  7.8785
C  0.4496  -0.0778  5.5426
H  -1.2735  1.1381  5.0342
H  2.0243  -2.1533  4.4068
N  -0.4498  1.4100  10.6488
H  -2.6418  2.6053  2.6980
C  1.9786  -3.2728  -1.7524
C  -0.2556  1.0887  9.5398
C  -0.6890  -4.2018  -0.2437
H  -0.6961  -0.8107  -2.6752
C  0.2181  0.1832  3.0896
H  1.5621  1.5348  -3.5250
H  1.6954  -0.5305  8.6762
C  0.5426  4.2016  0.5739
H  -0.3617  1.0926  3.1628
C  -1.1862  2.3718  1.1649
N  1.4384  -1.1188  -0.7554
H  -1.6434  -4.2156  -0.7881
O  -2.3960  0.4861  1.7795
C  -0.0167  0.6912  8.1790
C  -0.6183  0.7854  5.8299
H  1.2352  4.3575  -0.2596

Forces on atoms 1 to 6 (eV/Å):
-1.12 -0.45 0.27
-0.17 0.08 0.30
0.12 0.43 0.21
-0.19 0.33 0.40
-0.18 -0.11 -0.15
-0.02 0.08 -0.21

Spin multiplicity: 3
F_max, eV Å⁻¹: 3.176
Highest occupied orbital energy (spin up / spin down), eV: -5.469 / -6.771
Orbital gap (spin up / spin down), hartree: 0.1609 / 0.1998


# 4
An isolated ion of composition C3H2N2O2S and charge -2, computed with ωB97M-V/def2-TZVPD.

Geometry (Å):
O  3.4065  0.5377  0.0580
N  -1.2682  -0.2573  -0.0376
H  -0.2612  -1.3383  -1.0920
C  0.9190  0.7346  -0.0150
C  -0.4568  0.8938  0.1185
S  -3.0173  -0.2523  0.0595
C  2.1395  0.5040  0.1157
N  -0.6217  -1.4461  -0.1681
O  -0.9359  1.9891  0.3535
H  0.0962  -1.3651  0.6075

Forces on atoms 1 to 6 (eV/Å):
-2.09 -0.67 0.54
-1.16 3.20 0.74
1.50 -0.84 -0.44
2.88 -1.28 0.26
-2.08 -1.24 -0.01
0.12 -0.01 0.00

F_max, eV Å⁻¹: 3.486
Highest occupied orbital energy, eV: 1.171
SMILES: NN([S-])C([O-])=C=C=O
Total charge: -2
Orbital gap, hartree: 0.1844


# 5
A 2-piece molecular cluster, C3H7O3 overall, computed with ωB97M-V/def2-TZVPD.

Geometry (Å):
C  -0.9212  0.3602  -1.5926
H  -1.0256  1.0127  -2.4943
H  -1.6411  -0.4875  -1.7312
O  1.6675  -1.3099  0.6713
O  0.3325  -0.1183  -1.4160
H  -1.4873  0.6533  0.4180
H  2.0795  -0.5627  2.5206
C  -1.1653  1.3383  -0.3562
H  -0.1745  1.6677  0.0060
C  1.5221  -1.3671  2.0719
O  1.5912  -2.5242  2.5451
H  -1.7912  2.2161  -0.6318
H  1.0133  -0.8786  -0.0108

Forces on atoms 1 to 6 (eV/Å):
1.18 1.06 0.77
0.02 -0.22 -0.17
-0.41 0.64 0.47
-1.46 0.43 1.82
0.92 -1.05 0.12
-0.87 0.41 0.59

F_max, eV Å⁻¹: 7.207
Highest occupied orbital energy, eV: -3.071
Total charge: -1
Orbital gap, hartree: 0.2586


Record-wise ΔE to the lowest compared entry with this formula, charge and spin values, in kJ/mol: 72.2, 273.9, 21.9, 0.0, 321.5
Record-wise E values, in eV: -104789.0741, -9674.6150, -46325.3620, -21050.2561, -9365.8259